1.
{
  "formula": "C32H30Cl2N2O2ReS",
  "method": "the ωB97M-V functional and the def2-TZVPD basis",
  "s2": 3.768,
  "energy_ha": -2893.507981,
  "de_lowest_ev": 4.249,
  "multiplicity": 4,
  "total_charge": 2,
  "elements": ["Re", "C", "N", "C", "C", "C", "C", "C", "C", "C", "C", "H", "H", "H", "H", "H", "H", "H", "H", "H", "H", "H", "H", "Cl", "C", "C", "C", "Cl", "C", "C", "C", "C", "N", "C", "C", "O", "H", "H", "H", "H", "O", "S", "C", "C", "C", "C", "C", "C", "C", "C", "C", "C", "C", "C", "C", "C", "H", "H", "H", "H", "H", "H", "H", "H", "H", "H", "H", "H", "H", "H"],
  "positions_angstrom": [[0.57588, 4.67849, 0.44716], [-1.17981, 2.29880, -0.59479], [-1.08654, 3.79371, -0.56082], [-2.42964, 4.38950, -0.06472], [-0.83999, 4.30959, -1.94094], [-0.84329, 5.82894, -1.84257], [-1.55886, 6.68740, -2.70281], [-1.53118, 8.04604, -2.59105], [-0.68706, 8.54676, -1.52737], [-0.02300, 7.66027, -0.67137], [-0.09027, 6.31832, -0.80705], [-1.95938, 1.96349, -1.33087], [-1.42316, 1.80296, 0.37067], [-0.23379, 1.89576, -1.07569], [-3.28454, 3.97647, -0.60497], [-2.51276, 5.46209, -0.26922], [-2.49077, 4.16781, 1.00996], [-1.55321, 3.93326, -2.66955], [0.13488, 3.86286, -2.20951], [-2.11693, 6.17680, -3.49322], [-2.27211, 8.59657, -3.16631], [-0.60780, 9.58003, -1.27174], [0.47280, 8.05980, 0.23273], [4.62440, 7.21667, 1.93827], [3.98343, 5.87509, 2.66191], [4.76795, 5.12683, 3.53390], [4.77711, 3.68575, 3.44807], [6.10794, 2.90159, 4.36402], [3.78106, 3.00193, 2.75509], [3.71472, 1.60472, 2.58116], [2.69768, 1.06968, 1.82450], [1.87413, 1.88911, 1.05040], [1.94431, 3.22571, 1.26688], [2.75159, 3.76008, 2.21128], [2.86099, 5.20752, 2.09901], [2.14759, 5.85064, 1.17367], [5.43251, 5.57685, 4.26138], [4.37470, 0.93826, 3.08636], [2.52619, 0.00442, 1.74814], [1.07164, 1.52227, 0.36554], [-0.32765, 4.59149, 1.87725], [-1.42842, -3.31169, -1.24658], [-0.40770, -4.52067, -2.08684], [-0.23595, -5.99523, -1.80025], [-0.95953, -6.84756, -2.56470], [-0.63649, -8.20820, -2.39970], [0.48845, -8.69024, -1.75378], [1.10066, -7.81379, -0.88890], [0.72073, -6.46690, -0.87973], [-2.29347, -3.77069, 0.28307], [-2.07886, -5.22268, 0.59127], [-2.83408, -6.15321, -0.14639], [-2.91580, -7.47005, 0.23508], [-2.16453, -7.95289, 1.32748], [-1.20023, -7.12839, 1.89983], [-1.22110, -5.73959, 1.56267], [0.62045, -4.10933, -2.13113], [-0.81873, -4.48070, -3.14201], [-1.84624, -6.54198, -3.16849], [-1.28274, -8.93321, -2.88681], [0.81551, -9.71504, -1.83593], [1.87905, -8.13951, -0.20508], [1.11228, -5.81043, -0.13246], [-3.31861, -3.57598, 0.14081], [-2.02883, -3.01741, 0.98825], [-3.53338, -5.84002, -0.93878], [-3.65715, -8.10465, -0.24806], [-2.44566, -8.89591, 1.82962], [-0.46213, -7.52202, 2.59201], [-0.53726, -5.10639, 2.09275]],
  "atomic_forces_ev_per_a": [[1.6, 2.5, 1.9], [0.2, -0.7, -1.3], [-2.1, -0.2, -0.2], [0.3, -0.5, 0.3], [0.0, 0.2, -0.4], [0.0, -0.4, -1.5], [0.2, -2.5, -0.5], [0.9, 0.6, 2.2], [-1.0, -1.0, -0.8], [0.3, 2.6, 1.2], [0.5, -2.5, 0.7], [0.3, 0.6, 0.7], [0.5, 0.8, -0.5], [-0.9, 0.5, 0.9], [0.3, -0.6, -0.1], [0.6, -0.3, 0.4], [-0.1, 0.2, -0.5], [-0.4, -0.1, 0.1], [-0.2, 0.5, -0.3], [-0.1, 0.4, 0.2], [0.7, 0.5, 0.0], [-0.1, 0.6, -0.2], [-0.1, 0.0, -0.8], [0.1, 1.8, -0.2], [-1.8, -2.9, -0.4], [0.6, -3.3, 0.5], [1.2, 2.9, 2.0], [-1.4, 0.3, -0.8], [0.7, -1.2, 0.7], [-1.0, 0.3, 0.0], [-0.3, -0.5, -0.7], [-0.3, 1.4, 0.9], [-1.3, -1.4, -1.5], [0.6, 2.5, -1.5], [1.2, 0.6, -0.1], [-1.4, -1.8, -0.4], [0.4, 0.2, -0.5], [0.6, -0.2, 0.3], [0.3, 0.0, 0.0], [1.2, 0.3, 0.7], [-0.7, 0.4, -0.1], [-0.3, 1.0, -0.2], [0.3, -1.0, -0.9], [0.6, 1.3, 1.2], [-0.7, -2.2, 0.0], [-0.9, -0.5, -1.8], [-0.7, 0.5, 0.3], [0.6, 1.2, 0.5], [-0.5, -0.7, -0.7], [1.8, -1.8, -0.5], [-0.2, -1.1, 0.5], [-0.8, 0.6, 0.0], [0.0, -0.7, 0.9], [-0.5, 0.1, 0.1], [-0.6, 1.3, -0.8], [0.1, -1.0, 0.1], [-0.5, 0.5, 0.1], [0.4, 0.5, 1.0], [1.0, -0.3, 0.4], [0.2, 0.1, -0.2], [-0.2, -0.1, 0.1], [0.0, 0.0, -0.1], [0.5, 0.4, 0.1], [-1.5, 0.2, -0.8], [0.8, 0.4, 0.9], [0.5, 0.1, 0.3], [0.3, 0.0, 0.1], [0.6, 0.3, -0.8], [-0.3, 0.2, 0.2], [0.2, 0.4, 0.2]]
}

=====

2.
{
  "formula": "C5H20BrN10O5",
  "method": "the ωB97M-V functional and the def2-TZVPD basis",
  "energy_ha": -3700.543112,
  "de_lowest_ev": 3.657,
  "total_charge": -1,
  "elements": ["Br", "C", "O", "N", "N", "H", "H", "H", "H", "C", "O", "N", "N", "H", "H", "H", "H", "C", "O", "N", "N", "H", "H", "H", "H", "C", "O", "N", "N", "H", "H", "H", "H", "C", "O", "N", "N", "H", "H", "H", "H"],
  "positions_angstrom": [[-0.22323, -0.44670, 1.41069], [0.90134, 1.93315, -1.94907], [1.94162, 2.51932, -2.03069], [-0.23752, 2.49334, -2.09067], [0.83771, 0.68214, -1.70762], [-0.91006, 1.76028, -2.26509], [-0.34791, 3.49728, -2.09172], [0.01893, 0.15097, -1.44770], [1.73387, 0.27316, -1.48460], [-1.34147, -4.25377, -0.46689], [-1.40735, -5.24492, -1.11380], [-0.53082, -4.10184, 0.54724], [-2.08022, -3.15932, -0.55438], [-0.31140, -3.16886, 0.86581], [0.22898, -4.76728, 0.54469], [-1.91177, -2.25272, -0.14232], [-2.84105, -3.30670, -1.20207], [3.68149, -1.87635, 0.68416], [4.86221, -2.06190, 0.54660], [2.77600, -2.68645, 1.05908], [3.25807, -0.67711, 0.34650], [2.93514, -3.66346, 1.25965], [1.87079, -2.28596, 1.25986], [3.96630, -0.13939, -0.13243], [2.33448, -0.29335, 0.48716], [-3.68753, 0.66469, -0.79854], [-4.01112, -0.47544, -0.70815], [-4.31089, 1.60239, -1.48194], [-2.65619, 1.11593, -0.19887], [-5.25548, 1.37187, -1.75528], [-4.00360, 2.55861, -1.58834], [-2.47804, 2.10948, -0.23370], [-2.17496, 0.40251, 0.32984], [1.42051, 3.16011, 2.19839], [1.95735, 4.18307, 2.60209], [1.86647, 1.99493, 2.38814], [0.24978, 3.11893, 1.66876], [1.36765, 1.19683, 2.02167], [2.87170, 2.03664, 2.47694], [-0.12054, 2.18427, 1.57194], [-0.23923, 3.85163, 1.17467]],
  "atomic_forces_ev_per_a": [[0.1, -0.5, 0.0], [2.7, 1.8, 0.1], [3.0, 1.7, -0.1], [-5.0, 1.7, -0.7], [0.8, -5.9, 0.8], [-1.2, 1.3, 0.0], [-0.1, -0.6, -0.4], [0.2, 0.3, 0.2], [-0.3, -0.3, -0.2], [-0.1, 1.9, 1.1], [-0.7, -2.7, -2.2], [3.8, -0.7, 3.0], [-3.0, 1.0, -2.3], [0.0, 0.0, 0.1], [0.0, 0.2, 0.2], [-0.1, -0.3, 0.1], [-0.1, 0.9, 0.1], [2.6, 2.0, -1.2], [2.7, -1.9, 0.0], [-3.9, -3.7, 2.0], [-1.2, 3.6, -1.1], [0.2, 0.5, 0.1], [-0.2, -0.3, 0.0], [-0.3, 0.2, 0.4], [0.0, -0.2, 0.0], [-0.6, 0.2, -0.3], [-1.7, -3.4, -0.3], [-3.1, 1.8, -2.5], [3.7, 1.5, 1.9], [0.3, 0.3, -0.2], [-0.1, -0.4, 0.2], [0.6, -0.6, 0.6], [0.8, 0.7, 0.5], [0.2, 5.0, 1.3], [1.0, 1.1, -0.3], [4.0, -4.9, 1.2], [-5.6, -0.1, -2.6], [0.5, -0.3, 0.0], [-0.1, -0.9, 0.3], [-0.4, 0.2, -0.5], [0.5, 0.1, 0.6]]
}

=====

3.
{
  "formula": "C12H14CrIN3O2",
  "method": "the ωB97M-V functional and the def2-TZVPD basis",
  "s2": 6.030,
  "energy_ha": -2122.419135,
  "multiplicity": 5,
  "total_charge": 0,
  "elements": ["C", "C", "H", "H", "H", "H", "H", "H", "C", "C", "C", "C", "H", "H", "H", "H", "N", "C", "C", "N", "C", "C", "C", "H", "H", "C", "H", "H", "Cr", "I", "O", "N", "O"],
  "positions_angstrom": [[1.45887, 2.61001, 1.46330], [2.73435, 0.98461, 0.93892], [0.94251, 3.25347, 0.66907], [2.44389, 3.13225, 1.58681], [1.02771, 2.38970, 2.45158], [2.49587, -0.02563, 1.39296], [3.31953, 1.17876, 0.02430], [3.32261, 1.48807, 1.78992], [-2.13395, 1.69216, -0.01165], [-3.47176, 1.37031, -0.24227], [-3.78900, 0.14942, -0.84246], [-2.74181, -0.71173, -1.18454], [-1.82762, 2.65634, 0.40429], [-4.24336, 2.08497, 0.05477], [-4.81783, -0.12961, -1.04581], [-2.91689, -1.67116, -1.67095], [-1.15661, 0.82779, -0.24302], [-1.41833, -0.34928, -0.84291], [-0.28688, -1.27100, -0.96574], [0.90702, -0.81363, -0.48595], [1.95468, -1.63907, -0.50305], [0.63861, -3.48082, -1.32254], [1.85540, -2.98744, -0.83579], [2.90115, -1.19851, -0.18375], [2.73098, -3.61648, -0.70745], [-0.42806, -2.59072, -1.42108], [-1.40103, -2.91174, -1.80996], [0.53242, -4.52173, -1.61012], [0.98856, 1.19198, 0.32229], [1.40171, 2.40777, -1.88480], [-0.42218, 1.09363, 2.83605], [-0.08409, 0.28111, 1.93633], [-0.51648, -0.87382, 1.94327]],
  "atomic_forces_ev_per_a": [[2.8, 4.1, 1.5], [4.0, 1.0, 4.2], [0.1, -0.6, 1.2], [-1.2, -0.1, 0.0], [-0.1, 0.2, -0.7], [0.5, 0.8, -0.9], [-0.3, -0.7, 0.2], [-0.5, -1.1, -1.4], [-0.4, -0.1, 0.1], [-0.1, 0.2, 0.0], [0.8, 0.1, 0.0], [0.6, 0.3, 0.3], [-0.2, -0.4, 0.0], [0.2, -0.3, -0.2], [0.1, 0.1, 0.0], [-0.1, 0.4, 0.2], [0.2, 0.0, -1.1], [-1.5, 0.4, 0.4], [1.3, -0.7, 0.4], [-0.7, -0.8, -1.3], [-0.3, -0.2, 0.2], [0.4, 0.7, 0.3], [-0.2, 0.0, -0.2], [-0.3, -0.4, -0.1], [-0.2, 0.0, -0.2], [-0.2, 0.3, 0.0], [0.6, 0.0, 0.2], [0.0, 0.2, 0.0], [-5.5, -3.9, -2.9], [0.2, 0.5, -1.2], [-0.1, -1.4, -0.7], [0.0, 0.5, 1.5], [0.3, 0.7, 0.2]]
}

=====

4.
{
  "formula": "C4H6N4",
  "method": "the ωB97M-V functional and the def2-TZVPD basis",
  "smiles": "[H]/N=C\\NN1C[C@@H]1C#N",
  "energy_ha": -374.847484,
  "de_lowest_ev": 5.820,
  "total_charge": 0,
  "elements": ["H", "N", "C", "N", "N", "C", "C", "C", "N", "H", "H", "H", "H", "H"],
  "positions_angstrom": [[-0.27931, 2.42451, -2.24976], [0.70791, 2.63273, -1.83641], [0.79344, 1.71418, -0.89723], [-0.15583, 0.74910, -0.57937], [0.35147, 0.26570, 0.49586], [1.24219, -0.87527, 0.67136], [-0.13934, -1.00271, 1.32801], [-1.15147, -1.89366, 0.78413], [-2.08021, -2.22298, 0.25347], [1.83489, 1.72551, -0.46991], [-1.16985, 1.01952, -0.37275], [1.20791, -1.62026, -0.12090], [2.30380, -0.51959, 1.15387], [-0.12977, -0.65674, 2.40691]],
  "atomic_forces_ev_per_a": [[1.8, 1.0, 0.4], [-2.7, -2.8, 1.1], [1.3, 4.1, -4.0], [-2.9, 1.3, -4.2], [1.5, -5.3, 9.4], [0.6, 0.9, -0.2], [2.3, 2.9, 0.7], [3.6, 2.7, 2.0], [-3.4, -1.9, -1.9], [-1.5, -0.8, 0.4], [2.0, 0.2, -0.9], [1.0, 0.2, -0.4], [-2.9, -1.6, -0.9], [-0.8, -1.0, -1.5]]
}

=====

5.
{
  "formula": "C35H27AsI2N8O13S2Sr",
  "method": "the ωB97M-V functional and the def2-TZVPD basis",
  "energy_ha": -6424.391199,
  "de_lowest_ev": 4.896,
  "total_charge": -2,
  "elements": ["Sr", "O", "C", "O", "C", "C", "C", "C", "C", "C", "O", "N", "O", "O", "N", "O", "O", "H", "H", "O", "As", "O", "O", "C", "C", "C", "C", "C", "C", "S", "O", "O", "O", "H", "H", "H", "H", "H", "C", "N", "C", "C", "N", "C", "S", "C", "C", "C", "C", "C", "N", "H", "H", "H", "H", "H", "H", "H", "H", "H", "I", "C", "I", "H", "H", "N", "C", "C", "C", "C", "C", "C", "N", "C", "C", "C", "C", "N", "C", "C", "H", "H", "H", "H", "H", "H", "H", "H", "H"],
  "positions_angstrom": [[0.81809, 1.21527, 2.04481], [-0.63407, 0.27731, 5.71416], [-0.04903, -0.24683, 4.75605], [0.84576, 0.27954, 4.01884], [-0.44244, -1.67086, 4.39699], [-1.03237, -2.39861, 5.38209], [-1.52109, -3.69543, 5.14437], [-1.45270, -4.24228, 3.89382], [-0.85255, -3.53862, 2.86586], [-0.25098, -2.21423, 3.03765], [0.32010, -1.58076, 2.12885], [-0.91053, -4.20354, 1.55587], [-0.21146, -3.79103, 0.64735], [-1.67903, -5.15541, 1.41091], [-2.15358, -4.45032, 6.22074], [-2.60292, -5.56577, 5.98642], [-2.20976, -3.93327, 7.32663], [-1.13818, -1.94539, 6.35652], [-1.85903, -5.22158, 3.70436], [4.60890, 3.92285, 2.04008], [2.85961, 4.36389, 2.46064], [1.06414, 3.42397, 2.82714], [2.38016, 2.65512, 2.80875], [2.61262, 4.83942, 0.51267], [3.25876, 6.07711, 0.40188], [3.40740, 6.75235, -0.79762], [2.90256, 6.19063, -1.95576], [2.24062, 4.97790, -1.89376], [2.06957, 4.29614, -0.67826], [1.17560, 2.74385, -0.90590], [2.21175, 1.73720, -1.07486], [0.38913, 2.93709, -2.11137], [0.34118, 2.48862, 0.28786], [4.95855, 3.44971, 2.80395], [3.68132, 6.51669, 1.29931], [3.91835, 7.70898, -0.82400], [3.01219, 6.69734, -2.90783], [1.82565, 4.53578, -2.78787], [-2.50739, 5.28739, 2.69084], [-3.12257, 4.19171, 1.95691], [-4.04328, 4.31986, 0.92587], [-4.31442, 3.09229, 0.47499], [-3.54332, 2.19382, 1.22643], [-2.80891, 2.87745, 2.18316], [-1.88691, 2.30285, 3.43150], [-3.48246, 0.78319, 0.94542], [-4.53804, 0.18042, 0.26638], [-4.46236, -1.17945, 0.02189], [-3.35780, -1.89082, 0.46039], [-2.36210, -1.19178, 1.12130], [-2.41917, 0.12949, 1.35619], [-3.16208, 6.15698, 2.63623], [-1.52928, 5.52755, 2.27389], [-2.36554, 4.98040, 3.72372], [-4.43012, 5.27515, 0.61240], [-4.97044, 2.78154, -0.31549], [-5.40742, 0.74027, -0.04268], [-5.27317, -1.67685, -0.49822], [-3.25858, -2.95821, 0.30580], [-1.46319, -1.69348, 1.47277], [4.02728, -1.24014, 3.89510], [4.93473, -0.46568, 2.14783], [3.64519, 0.41376, 0.75355], [5.44206, -1.28932, 1.66549], [5.63752, 0.29303, 2.46421], [0.06633, -2.64551, -5.40103], [0.40996, -3.50443, -6.42572], [-0.12881, -3.73482, -7.68905], [0.48572, -4.70610, -8.46292], [1.60100, -5.41836, -7.98671], [2.12269, -5.17624, -6.72668], [1.51253, -4.20448, -5.93423], [1.82674, -3.78270, -4.64323], [0.94511, -2.86021, -4.36874], [0.82563, -2.10861, -3.09879], [0.06457, -0.95151, -3.01878], [-0.05137, -0.31338, -1.79738], [0.54561, -0.75013, -0.68216], [1.28187, -1.85850, -0.77349], [1.44864, -2.56916, -1.95504], [-0.69940, -1.99774, -5.38232], [-0.98913, -3.18567, -8.05273], [0.09863, -4.92240, -9.45121], [2.05529, -6.17215, -8.61885], [2.98079, -5.72292, -6.35180], [-0.41427, -0.51168, -3.88674], [-0.63232, 0.59977, -1.71662], [1.72720, -2.19996, 0.15328], [2.03647, -3.47734, -1.98232]],
  "atomic_forces_ev_per_a": [[-1.5, -2.5, -0.3], [0.3, -0.2, -0.3], [0.1, 0.3, 0.2], [-0.3, -0.7, 2.1], [0.0, -0.2, -0.4], [-0.1, -0.1, 0.1], [-0.2, -0.2, 0.5], [-0.1, -0.2, -0.1], [0.0, -0.2, -0.5], [0.5, -0.1, 0.7], [0.0, -0.2, 0.2], [0.1, 0.3, 0.5], [0.0, 0.0, 0.0], [0.0, 0.1, 0.1], [0.3, 0.3, -0.3], [0.0, -0.1, -0.1], [0.0, 0.0, 0.1], [-0.1, 0.1, 0.0], [-0.1, 0.0, 0.0], [0.3, -0.2, 0.0], [-0.5, -0.2, 0.0], [0.5, 0.5, 0.3], [0.9, 1.7, 0.2], [-0.2, -0.2, -0.3], [-0.1, -0.1, -0.1], [0.0, 0.0, 0.0], [0.0, 0.0, -0.1], [-0.1, -0.1, 0.4], [0.1, 0.5, 0.2], [-0.6, 0.1, 0.0], [0.2, -0.1, 0.0], [-0.1, 0.1, 0.2], [0.1, 1.6, -2.5], [0.1, 0.0, 0.0], [0.0, 0.1, 0.0], [0.0, 0.0, 0.0], [0.0, 0.0, 0.0], [0.0, 0.0, 0.0], [-0.1, -0.2, -0.2], [0.0, 0.4, 0.0], [0.2, 0.2, 0.3], [0.2, -0.4, 0.1], [-0.1, -0.6, -0.5], [-0.3, -0.1, -0.1], [-0.1, 0.2, 0.1], [-0.1, 0.6, 0.2], [-0.1, -0.1, 0.0], [0.0, 0.0, 0.0], [-0.1, 0.1, 0.0], [0.0, 0.2, 0.0], [0.3, -0.4, -0.3], [0.0, 0.0, 0.0], [0.0, 0.0, 0.0], [0.0, 0.0, 0.0], [0.1, 0.0, 0.0], [0.1, 0.0, 0.0], [0.0, 0.0, 0.0], [0.0, 0.0, 0.0], [0.0, 0.0, 0.0], [-0.5, 0.5, -0.6], [-0.1, -0.1, 0.1], [0.3, -0.2, 0.2], [0.6, -0.1, -0.6], [0.1, 0.0, 0.0], [0.1, 0.0, 0.0], [0.0, 0.0, -0.2], [-0.3, 0.3, 0.1], [0.1, -0.1, 0.0], [0.1, 0.0, 0.1], [-0.1, 0.1, 0.1], [0.0, 0.0, -0.1], [0.4, -0.2, 0.3], [-0.1, -0.1, -0.4], [0.0, 0.1, 0.3], [0.0, -0.3, -0.5], [-0.1, 0.1, 0.0], [0.1, -0.1, 0.4], [-0.1, 0.0, -0.4], [-0.2, 0.2, 0.1], [0.1, -0.1, 0.2], [0.0, 0.0, 0.0], [0.0, 0.0, 0.0], [0.0, 0.0, 0.0], [0.0, 0.0, 0.0], [-0.1, 0.0, 0.0], [0.0, 0.0, 0.0], [0.1, 0.0, 0.0], [0.0, 0.0, -0.1], [0.0, 0.0, 0.0]]
}